A gas-phase ion, C3H8N3S2 (charge +1) in a non-equilibrium geometry. Source: OMol25; level of theory: ωB97M-V with the def2-TZVPD basis set.

CARTESIAN COORDINATES (ANGSTROEM)
H (1.4605, -3.1387, -0.6948)
N (0.7055, -2.5322, -0.6243)
C (0.9558, -1.3988, -0.2448)
S (2.5432, -0.5764, 0.0080)
S (1.8121, 1.3699, 0.3359)
C (0.0222, 1.0105, 0.2744)
N (-0.5071, 1.9734, -0.7870)
C (-0.2859, -0.5041, 0.0940)
N (-0.7794, -1.0294, 1.3516)
H (-0.4817, 1.2575, 1.1758)
H (-1.4980, 2.1258, -0.7228)
H (-0.2637, 1.6651, -1.6742)
H (0.0764, 2.8607, -0.5490)
H (-1.0093, -0.7642, -0.7089)
H (-1.5757, -0.4377, 1.6315)
H (-1.1749, -1.8813, 1.1345)

net charge = +1
SMILES = [H]/N=C1\SS[C@@H]([NH3+])[C@@H]1N
energy = -29373.486 eV
molar mass = 150.3 g/mol
2S+1 = 1
relative energy (zero: lowest compared OMol25 entry of this formula, charge and spin) = 36.60 kcal per mole